No. 1
ORCA calculation (ωB97M-V/def2-TZVPD) on 2 unconnected molecules or ions with the total composition C4H8O3.

Structure (XYZ):
```
15
Properties=species:S:1:pos:R:3:forces:R:3:nbo_charge:R:1
O 0.725677 0.693412 -1.910474 -0.3 0.3 0.4 -0.505
C 0.107493 1.304711 -1.073579 0.2 -0.3 -0.3 0.453
C 0.115827 0.924480 0.399097 0.1 0.0 0.1 -0.620
C -0.973333 -0.119435 0.567409 -0.3 0.0 0.0 0.583
O -2.141408 0.181544 0.700946 0.5 -0.1 0.0 -0.548
C -0.554826 -1.568789 0.473471 0.2 0.2 0.0 -0.171
O -1.657088 -2.417363 0.447042 -0.2 0.0 0.0 -0.703
H -0.546886 2.153040 -1.345008 0.1 0.0 0.0 0.129
H -0.122293 1.790514 1.021642 0.0 -0.1 -0.1 0.249
H 1.096634 0.510209 0.650402 -0.2 0.1 0.0 0.249
H 0.068828 -1.681096 -0.428215 -0.1 0.0 0.1 0.207
H 0.099909 -1.781494 1.335663 -0.1 0.0 -0.1 0.193
H -2.435606 -1.845615 0.556387 0.0 -0.1 0.0 0.488
H 2.888495 0.789222 -0.963594 0.1 0.0 0.1 0.015
H 3.328576 1.066659 -0.431189 0.0 0.0 0.0 -0.020
```
Positions in Å, forces in eV/Å.

## Properties
**HOMO**: -10.45 eV
**Structure (SMILES)**: O=CCC(=O)CO.[H][H]



No. 2
ORCA calculation (ωB97M-V/def2-TZVPD) on 2 unconnected molecules or ions with the total composition C4H8O3.

Structure (XYZ):
```
15
Properties=species:S:1:pos:R:3:forces:R:3:nbo_charge:R:1
O 1.005056 -2.035529 -1.062980 0.2 0.2 -0.3 -0.643
C 0.713590 -1.202948 -2.036999 -0.2 -0.3 0.2 0.080
C 0.736664 1.359355 -0.265850 0.0 0.1 0.1 -0.732
C -0.588242 0.862821 0.253568 -0.2 0.1 -0.1 0.572
O -1.651730 1.227801 -0.209614 0.4 -0.1 0.2 -0.563
C -0.587769 -0.150903 1.385747 0.3 0.1 -0.1 -0.171
O -1.886770 -0.489596 1.757002 -0.1 0.0 0.0 -0.711
H 1.964711 -2.185311 -1.072324 -0.1 -0.1 0.0 0.495
H -0.393954 -1.093280 -1.931088 0.2 0.0 0.0 0.079
H 1.004776 0.812096 -1.180233 0.0 0.1 0.1 0.252
H 0.651312 2.414312 -0.533383 0.0 -0.1 0.0 0.249
H 1.543301 1.218332 0.460519 -0.1 0.0 -0.1 0.221
H -0.020822 -1.036070 1.047465 -0.1 0.2 0.1 0.197
H -0.027578 0.282399 2.231711 -0.1 -0.1 -0.1 0.187
H -2.462545 0.016518 1.156459 0.0 -0.1 0.1 0.489
```
Positions in Å, forces in eV/Å.

## Properties
**HOMO**: -9.31 eV



No. 3
ORCA calculation (ωB97M-V/def2-TZVPD) on C4H8O3 in the gas phase in a non-equilibrium geometry.

Structure (XYZ):
```
15
Properties=species:S:1:pos:R:3:forces:R:3:nbo_charge:R:1
C 1.039977 1.371064 0.419473 0.0 0.0 0.0 -0.630
C -0.095204 0.467435 0.881996 0.2 -0.2 -0.1 0.092
O -1.288452 1.211215 0.864464 -0.3 -0.2 0.0 -0.711
C -0.255016 -0.795292 0.016306 0.8 -0.1 -0.4 0.007
O -1.386994 -1.535378 0.159241 0.0 -0.7 -1.4 -0.746
C 0.068937 -0.869529 -1.421767 -0.1 -0.1 -0.9 0.397
O -0.548181 -1.745503 -2.036065 0.3 0.7 -0.4 -0.555
H 1.142429 2.219314 1.102801 -0.1 -0.2 -0.1 0.233
H 1.998361 0.837967 0.399541 -0.2 0.1 0.0 0.210
H 0.826225 1.772862 -0.576493 0.0 -0.1 0.1 0.211
H 0.122490 0.123540 1.908222 -0.1 0.0 -0.2 0.168
H -1.996165 0.555585 0.959572 -0.1 0.2 -0.1 0.488
H 0.733069 -1.383361 0.101172 -0.2 -0.1 1.1 0.180
H -1.362000 -1.941331 -0.959865 -0.5 0.6 2.5 0.486
H 0.936920 -0.377036 -1.851283 0.1 0.2 -0.2 0.171
```
Positions in Å, forces in eV/Å.

## Properties
**HOMO**: -10.12 eV
**Structure (SMILES)**: C[C@@H](O)[C@@H](O)C=O